Molecular formula: C3H9NO2S
Method: DFT, wB97M-V/def2-TZVPD

Geometry as XYZ:
```
16
Properties=species:S:1:pos:R:3:forces:R:3
C -0.400 -0.624 0.067 2.36 0.73 0.07
C -0.745 -0.062 1.427 -0.22 -0.10 0.21
S -2.524 0.186 1.682 -0.36 -0.15 0.31
C 1.136 -0.369 -0.187 -1.39 -1.06 -0.26
N 1.839 -1.502 -0.477 -0.05 1.05 0.22
O 1.590 0.749 -0.222 0.36 0.28 0.11
H -0.563 -1.693 -0.014 -0.59 0.01 -0.04
H -0.821 -0.042 -0.742 -0.66 -0.11 -0.17
H -0.328 -0.736 2.181 -0.28 0.08 0.11
H -0.332 0.924 1.606 0.42 -0.02 -0.34
H -2.955 -0.261 0.502 0.04 -0.10 -0.12
H 1.357 -2.380 -0.514 0.36 -0.13 -0.11
H 2.787 -1.355 -0.792 -0.04 -0.44 0.00
H 1.538 1.570 -2.288 0.78 1.02 0.37
H 1.028 0.557 -3.050 -0.10 -0.55 -1.09
O 1.598 1.316 -3.215 -0.62 -0.49 0.75
```
Positions in Å, forces in eV/Å.

Output
Strongest force on any atom ... 2.468 eV/Å
Kohn-Sham gap ... 9.75 eV
Energy relative to the best compared isomer or geometry (same formula, charge and spin) ... 0.893 eV

Molecular formula: C4H6OS
Method: DFT, wB97M-V/def2-TZVPD

Geometry as XYZ:
```
12
Properties=species:S:1:pos:R:3:forces:R:3
C 0.227 -1.261 -0.961 0.91 0.24 1.62
C 0.733 -0.586 1.604 -1.89 -1.13 -3.04
C 0.432 -0.218 -0.157 0.87 0.06 3.38
C 0.111 1.196 -0.479 -1.74 0.15 -1.24
O 1.049 0.069 2.537 0.34 0.44 -0.84
S -1.437 1.731 0.488 -0.31 -0.69 -1.04
H -0.033 -1.281 -1.986 -0.36 0.64 -0.93
H 0.431 -2.243 -0.583 -0.01 -0.51 0.40
H 0.318 -1.640 1.697 0.69 0.49 0.16
H 0.784 2.067 -0.416 0.17 -0.90 0.61
H -0.143 1.127 -1.552 -0.19 0.56 0.32
H -2.472 1.038 -0.191 1.54 0.65 0.58
```
Positions in Å, forces in eV/Å.

Output
Strongest force on any atom ... 3.754 eV/Å
Kohn-Sham gap ... 9.80 eV
Energy relative to the best compared isomer or geometry (same formula, charge and spin) ... 2.709 eV

Molecular formula: C52H45Cl2O8S3Ta
Method: DFT, wB97M-V/def2-TZVPD

Geometry as XYZ:
```
111
Properties=species:S:1:pos:R:3:forces:R:3
Ta 0.168 2.284 0.013 -0.47 -0.26 -0.18
C -1.748 -0.650 -5.661 -0.06 0.02 0.06
O -2.954 -0.016 -5.237 0.09 0.02 -0.01
C -2.955 0.614 -4.059 0.03 -0.09 -0.04
C -4.150 1.259 -3.704 -0.04 0.02 0.02
C -4.231 1.924 -2.509 -0.12 0.03 -0.05
C -3.148 1.966 -1.613 -0.17 0.22 0.24
C -3.243 2.648 -0.323 -0.07 -0.11 -0.14
C -4.484 3.427 0.007 -0.07 -0.05 -0.04
O -2.339 2.622 0.525 0.27 -0.06 0.06
C -1.976 1.317 -1.999 0.19 0.02 0.28
O -0.920 1.350 -1.161 -0.71 -0.92 -1.64
C -1.859 0.648 -3.201 0.08 -0.06 -0.10
H -1.963 -1.082 -6.632 -0.03 0.00 -0.03
H -1.463 -1.439 -4.962 -0.01 -0.01 -0.01
H -0.937 0.075 -5.751 -0.01 0.01 0.00
H -4.982 1.224 -4.394 0.01 0.00 0.02
H -5.157 2.421 -2.254 0.02 -0.01 -0.02
H -5.370 2.790 -0.001 0.02 0.02 -0.01
H -4.635 4.212 -0.737 0.00 -0.02 0.03
H -4.377 3.879 0.989 0.00 0.00 0.00
H -0.915 0.188 -3.456 -0.01 0.01 0.02
C -0.320 -1.742 7.731 -0.01 0.01 -0.07
C -0.183 -1.367 6.283 0.02 -0.02 0.07
C 1.005 -1.586 5.594 0.01 -0.02 0.02
C 1.130 -1.228 4.259 0.00 0.02 0.05
C 0.041 -0.662 3.610 0.06 0.21 0.02
C -1.169 -0.446 4.270 0.03 -0.09 0.05
C -1.264 -0.793 5.599 -0.05 0.01 0.00
S 0.326 -0.310 1.921 -0.46 -0.05 0.19
O -0.101 1.198 1.701 0.04 -0.60 0.21
C -1.033 -1.163 1.138 0.10 0.12 -0.13
C -2.319 -0.575 1.085 0.02 -0.06 0.11
C -3.303 -1.230 0.411 -0.02 -0.04 -0.04
C -3.056 -2.474 -0.230 -0.04 -0.01 0.02
C -4.075 -3.154 -0.940 0.01 0.06 0.04
C -3.818 -4.348 -1.548 0.06 -0.06 -0.02
C -2.525 -4.918 -1.490 -0.07 -0.01 -0.02
C -1.517 -4.281 -0.826 0.02 0.07 0.02
C -1.763 -3.047 -0.170 0.00 -0.09 -0.04
C -0.734 -2.349 0.518 0.18 0.10 -0.03
C 0.690 -2.803 0.461 -0.08 0.03 0.09
C 1.177 -3.831 1.315 -0.03 0.00 0.02
C 0.333 -4.508 2.235 0.03 0.06 -0.07
C 0.845 -5.466 3.059 0.05 -0.03 0.02
C 2.219 -5.799 3.005 -0.08 -0.02 0.05
C 3.052 -5.159 2.136 0.04 0.02 -0.05
C 2.557 -4.152 1.272 0.00 0.01 -0.01
C 3.415 -3.455 0.381 0.04 -0.07 0.05
C 2.942 -2.463 -0.422 -0.01 -0.03 -0.04
C 1.569 -2.144 -0.368 0.02 0.07 0.00
S 0.910 -0.763 -1.270 0.14 0.06 0.11
O 1.476 0.479 -0.511 -0.56 0.19 0.20
C 1.807 -0.892 -2.782 -0.04 0.09 -0.06
C 2.876 -0.068 -3.086 0.09 0.01 0.01
C 3.507 -0.229 -4.309 0.04 0.04 0.01
C 3.082 -1.190 -5.225 -0.01 -0.05 -0.07
C 3.780 -1.338 -6.550 -0.03 -0.02 0.05
C 1.994 -1.999 -4.889 0.03 0.00 0.00
C 1.345 -1.853 -3.674 0.05 0.05 -0.02
H 0.637 -2.027 8.162 -0.01 0.00 -0.01
H -1.008 -2.582 7.845 0.00 0.01 -0.01
H -0.726 -0.911 8.310 0.01 0.00 -0.01
H 1.847 -2.031 6.108 -0.01 0.01 -0.01
H 2.062 -1.388 3.728 -0.02 0.01 0.03
H -2.021 -0.027 3.755 -0.01 0.00 -0.03
H -2.197 -0.627 6.126 0.03 0.00 0.00
H -2.503 0.386 1.545 0.04 -0.03 -0.03
H -4.297 -0.803 0.352 0.02 -0.01 -0.01
H -5.064 -2.712 -0.988 0.02 -0.02 0.01
H -4.607 -4.869 -2.077 0.02 0.01 0.00
H -2.338 -5.870 -1.971 -0.01 0.03 0.00
H -0.527 -4.719 -0.781 -0.03 0.00 0.00
H -0.720 -4.255 2.276 0.01 -0.01 0.00
H 0.199 -5.977 3.760 0.01 -0.01 -0.01
H 2.607 -6.567 3.661 -0.01 0.01 0.00
H 4.105 -5.411 2.096 -0.02 0.01 -0.01
H 4.465 -3.722 0.350 -0.03 0.00 0.02
H 3.601 -1.936 -1.100 -0.03 0.01 0.02
H 3.205 0.677 -2.376 0.00 -0.07 -0.01
H 4.352 0.403 -4.557 -0.02 -0.02 -0.01
H 4.857 -1.436 -6.413 -0.02 0.00 0.01
H 3.610 -0.460 -7.175 -0.01 0.00 0.01
H 3.424 -2.212 -7.091 0.00 0.01 0.01
H 1.653 -2.752 -5.589 0.01 0.02 0.02
H 0.501 -2.486 -3.416 0.03 0.02 -0.02
Cl 5.537 7.303 -0.813 -0.01 -0.01 0.01
C 4.405 6.069 -0.402 0.04 0.04 0.03
C 3.974 5.934 0.916 -0.02 -0.02 0.08
C 3.071 4.943 1.271 0.11 -0.01 0.24
C 2.597 4.097 0.291 -0.30 -0.31 0.05
O 1.695 3.126 0.574 1.78 0.89 0.81
C 3.000 4.236 -1.031 -0.13 -0.16 -0.45
C 2.440 3.400 -2.080 0.12 0.13 0.02
O 1.507 2.608 -1.971 -0.44 -0.08 0.36
C 3.926 5.219 -1.374 0.12 0.06 -0.19
H 4.357 6.609 1.669 0.00 -0.01 -0.02
H 2.728 4.810 2.290 0.01 0.04 -0.03
H 2.898 3.504 -3.072 0.02 -0.01 -0.01
H 4.256 5.319 -2.402 -0.02 0.03 0.04
C -1.829 3.251 3.515 -0.23 -0.03 -0.12
S -0.570 3.798 2.388 1.20 0.11 0.22
C -1.045 5.500 2.185 -0.25 0.02 -0.08
O 0.698 3.789 3.163 -0.34 0.10 -0.07
H -1.778 3.928 4.366 -0.05 -0.05 0.05
H -1.553 2.243 3.817 0.00 0.03 0.01
H -2.806 3.265 3.035 0.05 0.00 0.05
H -2.097 5.563 1.902 0.06 0.03 -0.01
H -0.427 5.930 1.401 0.02 0.01 0.05
H -0.857 5.984 3.144 -0.04 0.01 -0.02
Cl -0.500 4.330 -0.897 -0.27 0.49 -0.20
```
Positions in Å, forces in eV/Å.

Output
Net charge ... +2
Strongest force on any atom ... 2.147 eV/Å
Kohn-Sham gap ... 7.99 eV
Energy relative to the best compared isomer or geometry (same formula, charge and spin) ... 1.573 eV

Molecular formula: C40H28N7O8P2PtTe
Method: DFT, wB97M-V/def2-TZVPD

Geometry as XYZ:
```
87
Properties=species:S:1:pos:R:3:forces:R:3
Pt 1.935 0.069 0.753 0.83 0.23 -0.03
Te -0.374 2.142 -3.200 -0.43 -0.65 0.49
C -1.935 1.038 -4.163 0.18 0.21 -0.17
C -3.011 0.483 -3.480 -0.05 0.02 0.13
C -3.940 -0.269 -4.183 0.02 0.03 -0.12
N -3.878 -0.494 -5.498 0.03 0.02 -0.03
C -2.857 0.059 -6.152 -0.12 -0.01 0.11
C -1.877 0.823 -5.537 0.06 0.04 0.03
C -0.359 0.864 -1.505 1.12 -0.40 -0.50
P 1.079 -0.214 -1.336 -0.86 1.35 -0.74
C 2.315 -0.126 -2.678 0.21 -0.09 0.21
C 1.948 -0.227 -4.021 0.06 -0.13 0.08
C 2.921 -0.195 -5.005 -0.03 0.00 -0.03
C 4.264 -0.093 -4.663 0.02 -0.01 -0.01
C 4.638 -0.039 -3.330 -0.01 0.03 0.00
C 3.663 -0.056 -2.340 -0.13 0.07 -0.07
C 0.471 -1.904 -1.682 0.42 -0.24 0.50
C 1.298 -2.997 -1.419 -0.18 -0.06 -0.20
C 0.866 -4.280 -1.715 0.11 0.03 -0.03
C -0.381 -4.478 -2.290 -0.10 -0.03 0.03
C -1.198 -3.392 -2.571 0.06 0.00 -0.05
C -0.773 -2.104 -2.269 -0.04 -0.08 0.03
P -0.490 1.757 0.051 0.44 1.04 0.84
C -1.110 0.584 1.322 -0.67 -0.20 -0.45
C -1.345 1.091 2.604 0.17 -0.11 0.06
C -1.983 0.318 3.563 0.10 0.03 0.03
C -2.398 -0.974 3.258 -0.04 -0.14 0.03
C -2.160 -1.492 1.992 0.21 -0.09 0.06
C -1.514 -0.721 1.031 -0.13 0.11 0.28
C -2.003 2.783 -0.113 -0.26 -0.47 -0.26
C -3.281 2.266 0.109 -0.06 0.27 -0.17
C -4.405 3.032 -0.172 -0.02 -0.09 0.05
C -4.264 4.320 -0.671 -0.04 0.06 0.03
C -2.997 4.855 -0.857 0.03 -0.02 0.02
C -1.873 4.090 -0.577 -0.04 0.02 0.18
H -3.124 0.633 -2.412 0.07 -0.03 -0.01
H -4.790 -0.711 -3.671 0.05 0.02 0.04
H -2.824 -0.124 -7.222 0.04 0.00 0.01
H -1.059 1.238 -6.119 -0.05 -0.07 -0.04
H 0.908 -0.353 -4.289 0.00 0.02 -0.04
H 2.631 -0.249 -6.048 0.00 -0.03 0.03
H 5.018 -0.073 -5.441 -0.01 0.02 0.02
H 5.683 0.027 -3.054 -0.02 -0.01 0.01
H 3.946 -0.022 -1.296 0.07 -0.02 -0.08
H 2.264 -2.837 -0.962 0.03 -0.07 -0.09
H 1.504 -5.127 -1.489 -0.02 0.01 -0.01
H -0.726 -5.482 -2.512 0.04 0.02 -0.01
H -2.167 -3.541 -3.031 0.01 0.01 0.01
H -1.405 -1.253 -2.479 0.01 0.07 0.05
H -1.039 2.107 2.835 0.03 0.02 -0.02
H -2.164 0.722 4.553 -0.01 0.03 -0.03
H -2.909 -1.575 4.002 0.02 0.03 -0.01
H -2.463 -2.503 1.747 -0.06 0.01 0.01
H -1.388 -1.119 0.034 0.05 0.03 -0.12
H -3.398 1.259 0.492 -0.01 -0.02 -0.04
H -5.393 2.615 -0.010 0.01 0.03 -0.01
H -5.142 4.911 -0.905 0.02 -0.01 0.02
H -2.883 5.867 -1.226 0.00 -0.01 0.00
H -0.881 4.508 -0.701 0.01 -0.03 -0.07
O -0.932 -4.518 5.919 0.08 0.13 -0.05
N -0.553 -3.448 6.365 -0.22 -0.29 0.19
O -0.725 -3.092 7.518 0.10 0.08 -0.18
C 0.142 -2.545 5.466 0.09 -0.29 -0.44
C 0.587 -1.324 5.933 0.32 0.50 -0.07
C 1.278 -0.477 5.102 -0.26 -0.58 0.06
C 1.581 -0.784 3.717 0.35 0.54 -0.72
O 2.184 0.026 2.956 -0.37 -0.20 0.56
C 1.060 -2.079 3.305 -0.02 0.64 0.66
C 0.368 -2.914 4.160 -0.24 -0.27 0.24
N 1.194 -2.538 1.986 -0.21 -0.69 -1.63
O 0.546 -3.496 1.595 0.73 0.80 0.52
O 2.031 -1.979 1.197 -0.84 -0.70 0.76
N 1.673 0.777 5.716 0.29 0.58 0.36
O 2.683 1.333 5.336 0.08 -0.16 -0.26
O 0.990 1.192 6.639 -0.12 -0.12 -0.17
H 0.410 -1.039 6.959 -0.07 0.06 0.00
H 0.022 -3.868 3.791 -0.07 0.00 0.04
N 3.435 2.778 2.787 0.73 -0.40 0.43
C 2.510 2.824 1.813 -0.50 0.98 -0.09
O 1.495 3.490 1.918 0.34 -0.39 -0.21
C 2.907 2.087 0.532 -1.27 -1.52 0.37
C 2.577 2.822 -0.653 0.21 0.21 -0.07
N 2.440 3.465 -1.594 -0.28 0.01 -0.28
C 4.263 1.581 0.520 0.21 0.24 -0.25
N 5.344 1.183 0.506 -0.02 0.00 0.12
H 3.136 3.018 3.715 -0.19 0.09 0.08
H 4.162 2.083 2.746 0.00 -0.02 0.03
```
Positions in Å, forces in eV/Å.

Output
Net charge ... -1
Strongest force on any atom ... 2.011 eV/Å
Kohn-Sham gap (spin up / spin down) ... 4.02 / 4.02 eV
Energy relative to the best compared isomer or geometry (same formula, charge and spin) ... 3.151 eV